# 1
Computed, not measured: C29H29F6N3O7RhS4Te as an isolated structure in a non-equilibrium geometry, with the ωB97M-V functional and the def2-TZVPD basis.

Last column: Löwdin spin population.
Cartesian coordinates (Å):
Rh1 0.505326 -0.323669 -0.000285  0.866
F1 -0.884805 1.600982 -1.991039  0.004
C1 -0.312156 1.570133 -3.213820  0.000
F2 -1.239829 1.896010 -4.102708  0.000
F3 0.606924 2.542793 -3.211577  0.000
S1 0.485074 -0.126200 -3.545145  0.002
O1 1.184768 -0.383056 -2.304885  0.014
O2 1.283619 0.110750 -4.694020  0.001
N1 -0.741364 -1.047832 -3.818055  0.000
S2 -1.539157 -1.673078 -2.608337  0.001
O3 -1.679467 -3.080252 -2.674667  0.000
O4 -1.226688 -1.079342 -1.323766  0.007
C2 -3.233612 -0.936540 -2.985176  0.001
F4 -4.197056 -1.389508 -2.190345  0.000
F5 -3.161621 0.386688 -2.816244  0.000
F6 -3.586850 -1.165974 -4.244473  0.000
C3 -0.642144 0.289505 3.483264  0.001
C4 -0.362034 1.369372 2.468414  -0.001
O5 -0.588721 2.561974 2.790191  -0.003
N2 0.103375 1.064595 1.292594  -0.011
Te1 -0.259708 3.361454 0.393897  -0.008
C5 -0.769356 5.431950 -0.184288  0.002
C6 -1.840472 6.063424 0.449548  0.000
C7 -2.602757 5.434618 1.576281  0.000
C8 -2.202560 7.344961 0.051158  0.000
C9 -1.554399 7.988283 -0.990684  0.000
C10 -1.980918 9.345513 -1.455472  0.000
C11 -0.503679 7.333346 -1.615950  0.000
C12 -0.100006 6.061405 -1.232957  0.000
C13 1.031069 5.413502 -1.970474  0.000
C14 1.740992 3.871767 0.910924  0.000
C15 1.997675 4.873344 1.850441  0.000
C16 0.890479 5.565707 2.576740  0.000
C17 3.316097 5.215853 2.116212  0.000
C18 4.378376 4.582263 1.489250  0.000
C19 5.795979 4.985581 1.750013  0.000
C20 4.098059 3.561193 0.593907  0.000
C21 2.794368 3.205487 0.280114  0.001
C22 2.589437 2.161848 -0.770763  0.012
H1 -1.510077 0.583018 4.070885  0.000
H2 0.212798 0.194109 4.150325  0.000
H3 -0.814104 -0.669824 3.001321  0.000
H4 -2.189589 4.458154 1.839118  0.000
H5 -3.648503 5.307634 1.300621  0.000
H6 -2.568982 6.072996 2.458318  0.000
H7 -3.015478 7.836721 0.566543  0.000
H8 -2.625807 9.830132 -0.726870  0.000
H9 -2.525958 9.253866 -2.395102  0.000
H10 -1.116591 9.981019 -1.634513  0.000
H11 0.009239 7.818008 -2.434241  0.000
H12 1.919711 6.040162 -1.927750  0.000
H13 0.769935 5.266271 -3.017271  0.000
H14 1.267062 4.441459 -1.542375  0.000
H15 0.064501 4.873859 2.739388  0.000
H16 0.524169 6.407637 1.990636  0.000
H17 1.232858 5.947441 3.535258  0.000
H18 3.511835 5.998479 2.835706  0.000
H19 5.858174 5.738593 2.531100  0.000
H20 6.233608 5.395676 0.841033  0.000
H21 6.393553 4.122832 2.036605  0.000
H22 4.905957 3.036594 0.104239  0.000
H23 3.290165 1.337915 -0.633502  0.000
H24 2.774733 2.584182 -1.759603  0.001
H25 1.567059 1.760825 -0.754759  0.008
O6 -0.548616 -2.848586 3.387626  0.000
S3 0.174964 -3.439585 2.301971  0.010
O7 -0.469904 -4.458166 1.540840  0.002
N3 0.785945 -2.227621 1.297803  0.056
C23 2.095699 -2.218190 1.340991  0.005
S4 2.890901 -1.051190 0.413695  0.020
C24 2.739961 -3.182658 2.218491  0.001
C25 4.098011 -3.363643 2.466872  0.001
C26 4.468802 -4.318533 3.400051  0.000
C27 3.516242 -5.088218 4.053939  0.000
C28 2.159453 -4.927646 3.784244  0.001
C29 1.797521 -3.970115 2.869667  0.005
H26 4.829530 -2.764110 1.945661  0.001
H27 5.514683 -4.467917 3.623575  0.000
H28 3.828707 -5.820063 4.781000  0.000
H29 1.410904 -5.536330 4.264486  0.000

Atomic forces in eV per Å
Rh 1.0 -0.5 -0.2
F 0.0 -0.3 -0.3
C 0.1 -0.2 0.1
F 0.1 -0.2 -0.1
F 0.3 -0.1 -0.2
S -0.3 1.5 0.1
O 0.2 -0.2 0.3
O -0.1 -0.2 -0.4
N 0.4 -0.2 0.0
S -1.4 0.4 0.1
O 0.1 -0.4 -0.2
O -0.4 0.0 0.3
C 0.1 0.1 -0.1
F 0.3 -0.3 0.2
F 0.0 0.1 0.1
F 0.1 -0.2 -0.1
C -0.1 0.0 0.3
C 1.0 -2.1 -1.5
O -0.9 2.5 -0.5
N -0.5 0.7 0.5
Te 1.6 -0.9 -0.2
C -1.0 0.4 1.5
C 0.1 0.1 0.1
C 0.0 0.0 -0.1
C 0.0 -0.2 -0.2
C 0.1 0.0 0.1
C 0.0 0.0 0.0
C -0.3 -0.2 0.2
C 0.3 -0.4 0.0
C 0.1 -0.2 0.0
C 0.2 -0.1 -0.2
C -0.3 -0.1 0.0
C -0.1 0.1 0.0
C 0.0 -0.1 -0.1
C -0.1 -0.1 0.0
C 0.0 0.0 0.0
C -0.2 0.1 0.1
C -0.1 -0.1 -0.1
C 0.0 0.0 -0.1
H 0.0 0.0 0.0
H 0.0 0.0 0.0
H 0.0 0.2 0.0
H -0.1 0.0 0.2
H -0.1 -0.1 0.0
H 0.0 -0.1 0.1
H -0.1 0.1 0.0
H -0.1 0.0 0.0
H -0.1 0.1 0.0
H 0.0 0.1 0.0
H 0.1 0.0 -0.1
H 0.1 0.0 0.0
H 0.0 0.0 0.0
H 0.2 0.1 -0.3
H 0.0 0.1 0.2
H -0.1 0.1 0.0
H 0.0 0.0 0.1
H 0.0 0.1 0.1
H 0.0 0.0 0.1
H 0.1 0.1 0.0
H 0.1 0.0 0.1
H 0.1 -0.1 -0.1
H -0.1 0.1 0.0
H -0.1 0.0 -0.1
H 0.3 0.0 -0.1
O 0.0 0.1 0.1
S 0.4 -0.1 0.1
O 0.1 -0.1 -0.2
N -0.1 -0.6 0.6
C -0.4 0.6 -0.5
S -0.6 0.8 0.2
C 0.4 -0.8 0.6
C -0.5 0.1 -0.1
C 0.1 0.0 0.0
C -0.2 0.1 -0.1
C -0.1 -0.2 0.1
C 0.0 0.6 -0.5
H 0.1 0.1 0.0
H 0.1 0.0 0.0
H 0.0 -0.1 0.1
H -0.1 -0.1 0.1

Properties
HOMO (spin up / spin down), Eh: -0.30120 / -0.30899
ΔE to the lowest compared entry with this formula, charge and spin, kcal per mole: 0.0
E_tot, eV: -119288.0792
Multiplicity: 2
Largest force on an atom, eV/Å: 2.794

# 2
Computed, not measured: a 2-piece molecular cluster, C4H6ClNS overall in a non-equilibrium geometry, with the ωB97M-V functional and the def2-TZVPD basis.

Last column: natural (NBO) charge in e.
Cartesian coordinates (Å):
C1 -0.068650 -0.851590 1.108515  0.179
C2 0.497481 -2.292943 -1.608115  -0.504
C3 0.120094 2.448497 0.955913  -0.721
C4 -0.550074 -0.039004 0.050936  -0.288
N1 0.299527 -1.299523 2.120004  -0.262
S1 0.182700 1.381896 -0.560869  0.332
Cl1 -2.149783 -0.459806 -0.533533  0.053
H1 0.429825 -3.401035 -1.629800  0.173
H2 1.514333 -1.921740 -1.849930  0.174
H3 -0.420143 -1.694775 -1.758595  0.170
H4 0.487874 2.066010 1.911497  0.240
H5 -0.942337 2.702147 0.993230  0.223
H6 0.599151 3.361872 0.800753  0.231

Atomic forces in eV per Å
C 0.2 0.7 1.0
C 0.3 -0.6 -0.8
C -1.6 -1.0 0.0
C -0.9 -0.8 0.1
N -0.3 0.1 -1.1
S 0.7 0.3 0.8
Cl 0.5 0.2 0.3
H -0.2 0.9 0.3
H -1.0 0.1 0.3
H 1.0 -0.6 -0.1
H -0.1 -0.6 -0.5
H 0.1 -0.1 0.5
H 1.1 1.3 -0.8

Properties
HOMO (spin up / spin down), Eh: -0.33117 / -0.32500
ΔE to the lowest compared entry with this formula, charge and spin, kcal per mole: 95.1
E_tot, eV: -29088.6201
Multiplicity: 1
Largest force on an atom, eV/Å: 1.917

# 3
Computed, not measured: one molecule with the formula C4H10N2 in a non-equilibrium geometry, with the ωB97M-V functional and the def2-TZVPD basis.

Last column: natural (NBO) charge in e.
Cartesian coordinates (Å):
N1 1.243879 1.350482 2.070869  -0.825
C1 0.335719 0.910483 1.057811  -0.038
C2 0.744043 0.948918 -0.272654  -0.275
C3 -0.288474 0.397190 -1.329003  -0.442
C4 -0.989618 -0.887795 -0.854965  -0.209
N2 -0.222578 -2.060306 -0.518911  -0.867
H1 1.882959 2.053066 1.710433  0.366
H2 0.835037 1.700502 2.956113  0.374
H3 -0.264680 0.054144 1.420238  0.204
H4 1.752240 1.085278 -0.675471  0.217
H5 -1.094587 1.149386 -1.474406  0.211
H6 0.030548 0.102453 -2.354237  0.214
H7 -1.663069 -0.650466 0.060907  0.142
H8 -1.834983 -1.122488 -1.553025  0.197
H9 0.155415 -2.007912 0.394319  0.357
H10 -0.621850 -3.022934 -0.638019  0.375

Atomic forces in eV per Å
N -0.6 0.5 0.3
C 3.4 -0.9 -1.3
C -2.4 -1.6 0.4
C 0.0 -0.8 0.4
C -3.7 0.2 1.6
N 0.4 -1.4 -1.3
H -0.1 -0.1 0.2
H 0.2 -0.5 -1.0
H -0.7 1.4 -0.4
H -0.3 1.0 0.7
H 0.5 -0.4 0.1
H 0.8 0.8 0.8
H 1.0 0.2 -1.1
H 1.1 -0.1 0.0
H 0.5 0.1 0.8
H 0.1 1.9 -0.1

Properties
HOMO, Eh: -0.29184
ΔE to the lowest compared entry with this formula, charge and spin, kcal per mole: 52.8
E_tot, eV: -7288.3278
Multiplicity: 1
Structure (SMILES): N/C=C/CCN
Largest force on an atom, eV/Å: 4.047

# 4
Computed, not measured: C23H41DyN2P3Se as an isolated structure in a non-equilibrium geometry, with the ωB97M-V functional and the def2-TZVPD basis.

Last column: Löwdin spin population.
Cartesian coordinates (Å):
Dy1 0.058805 0.542508 -0.105365  5.052
P1 0.036320 3.104417 -1.096511  -0.006
P2 -2.134162 0.653874 1.659364  -0.013
P3 2.320191 -0.442940 -1.452666  -0.003
H1 -1.504141 -4.114230 1.594488  0.000
C1 -0.432030 -4.204594 1.386307  0.000
C2 0.495921 -3.828105 2.283850  0.000
H2 0.237026 -3.271122 3.192663  0.000
C3 -0.918071 3.354788 -2.642045  0.001
C4 -0.592031 4.480544 -0.065228  0.000
C5 1.698274 3.730058 -1.551270  0.002
C6 -2.423156 -0.836614 2.690052  -0.001
C7 -2.112411 1.967904 2.941006  0.000
C8 -3.778273 0.954165 0.896719  -0.001
C9 2.727387 -2.180306 -1.008966  0.001
C10 3.910868 0.407777 -1.129520  0.001
C11 2.292663 -0.525317 -3.280716  0.001
H3 -0.144774 -4.658405 0.431869  0.000
H4 1.549572 -4.113908 2.176040  0.000
H5 -0.934080 4.421732 -2.904252  0.000
H6 -1.946749 2.998960 -2.498578  0.000
H7 -0.470861 2.777577 -3.460729  0.000
H8 -0.710676 5.379151 -0.686096  0.000
H9 0.110462 4.686860 0.752498  0.000
H10 -1.563035 4.205713 0.369263  0.000
H11 1.615286 4.721188 -2.016889  0.000
H12 2.188390 3.035785 -2.247309  0.000
H13 2.317208 3.802358 -0.647009  0.000
H14 -3.496882 -1.066436 2.743063  0.000
H15 -2.036329 -0.660175 3.702583  0.000
H16 -1.889396 -1.697383 2.262022  0.000
H17 -3.112422 2.096286 3.379612  0.000
H18 -1.790547 2.918667 2.494393  0.000
H19 -1.399143 1.696491 3.729989  0.000
H20 -4.576415 0.697136 1.607621  0.000
H21 -3.875001 0.345469 -0.011561  0.000
H22 -3.871012 2.012135 0.612270  0.000
H23 3.114010 -2.703719 -1.894865  0.000
H24 1.823937 -2.694285 -0.647278  0.000
H25 3.479899 -2.193317 -0.209497  0.000
H26 4.677733 0.063944 -1.838362  0.000
H27 4.234116 0.194470 -0.101987  0.000
H28 3.778419 1.494175 -1.231562  0.000
H29 3.057575 -1.235542 -3.625599  0.000
H30 2.490057 0.468256 -3.706368  0.000
H31 1.297282 -0.854186 -3.609918  0.000
C12 -2.210840 -2.067886 -2.628807  -0.003
C13 -2.272323 -3.218838 -1.831314  0.000
C14 -3.026380 -4.318151 -2.253931  0.000
C15 -3.670349 -4.290541 -3.500440  0.000
C16 -3.539259 -3.174813 -4.336520  0.000
C17 -2.814863 -2.064565 -3.898804  0.000
Se1 -1.315394 -0.427488 -2.049998  -0.013
H32 -1.442136 -0.689545 -0.308527  -0.004
H33 -1.745795 -3.245529 -0.876811  0.000
H34 -3.109466 -5.205216 -1.621330  0.000
H35 -4.254719 -5.147501 -3.833439  0.000
H36 -3.995134 -3.166584 -5.328420  0.000
H37 -2.718404 -1.181490 -4.534439  0.000
N1 4.940991 1.718551 5.843609  0.000
C18 4.175303 1.466544 4.992506  0.000
C19 3.233891 1.175956 3.939197  0.001
C20 2.384479 2.177466 3.466030  0.000
C21 1.511183 1.891651 2.427195  0.000
N2 1.453917 0.657401 1.858262  -0.016
C22 2.259323 -0.328674 2.335200  0.001
C23 3.156414 -0.100076 3.370529  0.000
H38 2.407135 3.177325 3.903519  0.000
H39 0.829125 2.658735 2.033421  0.000
H40 2.172834 -1.315878 1.871298  0.000
H41 3.790663 -0.912661 3.726492  0.000

Atomic forces in eV per Å
Dy 2.8 1.6 1.6
P 0.1 2.0 -0.9
P -1.6 0.0 1.3
P 1.5 -0.6 -0.5
H 0.4 0.2 -0.2
C 0.5 0.3 0.3
C -0.3 0.0 -0.4
H 0.0 -0.5 -0.2
C -0.2 -0.5 0.0
C -0.2 -0.3 0.4
C 0.2 -0.4 0.1
C 0.3 -0.4 -0.1
C 0.5 0.3 -0.1
C 0.3 0.0 -0.5
C -0.4 -0.1 0.2
C -0.1 0.3 0.1
C -0.4 0.3 0.0
H -0.1 -0.2 0.5
H -0.4 0.3 -0.2
H 0.1 -0.3 0.1
H 0.2 0.2 -0.1
H -0.1 0.2 0.1
H 0.1 -0.3 0.2
H -0.2 0.0 -0.2
H 0.2 0.2 -0.1
H 0.0 -0.3 0.1
H -0.1 0.3 0.1
H -0.1 0.1 -0.2
H 0.4 0.1 0.0
H -0.1 -0.1 -0.3
H -0.2 0.1 0.2
H 0.3 -0.1 -0.2
H -0.2 -0.1 0.2
H -0.2 0.1 -0.2
H 0.3 0.1 -0.2
H -0.2 0.1 0.2
H 0.0 -0.3 0.1
H -0.1 0.1 0.4
H 0.3 -0.1 -0.1
H -0.2 0.0 -0.2
H -0.2 0.1 0.2
H 0.0 0.1 -0.3
H 0.2 -0.3 0.0
H -0.2 0.3 0.1
H 0.0 -0.3 0.1
H 0.4 0.0 -0.1
C -0.6 -0.9 -0.8
C 0.2 0.3 0.4
C 0.0 0.3 -0.4
C 0.3 0.2 0.0
C 0.2 -0.1 0.4
C 0.2 0.7 0.2
Se -1.5 -2.2 1.1
H -1.6 -0.6 -2.7
H -0.2 -0.1 -0.2
H 0.1 0.4 -0.2
H 0.1 0.2 0.1
H 0.1 0.0 0.4
H -0.2 -0.3 0.1
N -1.9 -0.6 -2.1
C 1.6 0.5 1.8
C 0.0 -0.1 0.0
C -0.3 0.5 -0.1
C 0.3 -0.7 0.1
N 0.1 0.0 0.2
C -0.1 0.6 0.1
C 0.0 -0.3 -0.1
H 0.0 -0.3 -0.1
H 0.3 -0.3 0.2
H 0.0 0.3 0.1
H -0.2 0.3 -0.1

Properties
HOMO (spin up / spin down), Eh: -0.62972 / -0.63070
Total charge: +3
ΔE to the lowest compared entry with this formula, charge and spin, kcal per mole: 0.0
E_tot, eV: -144765.5156
Multiplicity: 6
Largest force on an atom, eV/Å: 3.613